No. 1
A structure of composition C4H7N3O at a distorted geometry, computed with the ωB97M-V functional and the def2-TZVPD basis.

Last column: Löwdin charge in e.
Geometry (Å):
C1 2.1623 -0.3904 -0.2327  -0.148
C2 -0.3340 -0.7983 -0.1035  -0.337
C3 -1.5368 -1.4781 0.1608  -0.140
C4 -0.3363 1.4573 0.3683  -0.072
H1 2.9763 -1.0145 -0.9034  0.139
H2 1.8822 0.4132 -0.8428  0.016
H3 2.4887 0.2784 0.6044  0.069
H4 -2.0118 -2.5682 0.3353  0.196
H5 -1.2465 1.4990 1.1940  0.147
H6 0.9636 1.2343 0.8124  0.177
H7 -0.6335 2.2878 -0.3365  0.097
N1 0.8986 -1.1141 0.0385  0.036
N2 -2.5110 -0.8455 -0.0866  0.167
N3 -0.7364 0.4984 -0.5765  -0.212
O1 -2.0256 0.5405 -0.4317  -0.133

Cartesian forces (eV/Å) of the 2 atoms listed first:
-0.373 -0.527 -1.409
6.059 1.436 -0.763

Output
DFT total energy ... -395.8270 hartree
HOMO-LUMO gap ... 9.280 eV
Lowest unoccupied orbital energy ... 0.3540 eV



No. 2
The molecule C4H7N3O at a distorted geometry, computed with the ωB97M-V functional and the def2-TZVPD basis.

Last column: Löwdin charge in e.
Geometry (Å):
H1 -2.9582 -0.8893 0.5668  0.072
N1 -1.9118 -0.9838 0.4925  0.050
C1 -1.7297 0.1318 -0.1720  -0.299
N2 -0.5603 0.7527 -0.5410  0.001
C2 0.5943 0.6124 0.1729  -0.241
C3 1.4356 1.7173 0.2668  0.065
C4 1.3651 -0.8286 0.0448  -0.552
N3 0.6473 -1.8856 -0.2175  0.122
O1 2.5509 -0.8081 -0.1363  0.044
H2 -2.5206 0.7050 -0.6346  0.111
H3 -0.9811 1.7827 -0.8114  0.212
H4 0.9603 2.6957 0.1276  0.048
H5 2.4240 1.7135 0.8908  0.106
H6 1.1168 -2.8874 -0.0664  0.182
H7 -0.4326 -1.8283 0.0172  0.077

Cartesian forces (eV/Å) of the 2 atoms listed first:
1.130 -1.375 0.235
-1.659 3.011 -0.941

Output
DFT total energy ... -396.0421 hartree
HOMO-LUMO gap ... 9.013 eV
Structure (SMILES) ... [H]/N=C/NC(=C)C(N)=O
Lowest unoccupied orbital energy ... 0.3130 eV



Question: What is the formula in the first record?
Answer: C4H7N3O



Question: lowest unoccupied orbital energy of number 2 (C4H7N3O)?
Answer: 0.3130 eV



Question: Which value of DFT total energy does entry 1 give?
Answer: -395.8270 hartree



Question: Which of these has the lowest HOMO-LUMO gap?
Answer: number 2